1.
{"formula": "C2H4N2OS2", "method": "the ωB97M-V functional and the def2-TZVPD basis", "molar_mass_g_mol": 136.20, "energy_ha": -1059.731640, "homo_ev": -8.8, "orbital_gap_ev": 8.96, "lumo_energy_ev": 0.2, "elements": ["H", "H", "S", "H", "C", "N", "C", "S", "N", "H", "O"], "coordinates": [[1.262, -1.909, -0.311], [2.331, 0.668, 2.441], [2.254, -0.137, 1.414], [-0.096, -1.683, -1.366], [-1.134, 0.383, -0.566], [0.605, -1.278, -0.747], [0.191, -0.169, -0.068], [-1.640, 1.895, 0.206], [0.758, 0.475, 0.886], [-2.771, 1.952, -0.480], [-1.761, -0.197, -1.407]], "lowdin_charge": [0.072, -0.165, 0.754, 0.103, -0.731, 0.131, -0.560, 0.854, -0.356, -0.125, 0.024]}

2.
{"formula": "C5H7N3O2", "method": "the ωB97M-V functional and the def2-TZVPD basis", "molar_mass_g_mol": 141.13, "energy_ha": -509.435744, "homo_ev": -8.5, "orbital_gap_ev": 8.95, "lumo_energy_ev": 0.4, "elements": ["H", "N", "H", "C", "C", "O", "C", "O", "H", "N", "N", "C", "H", "C", "H", "H", "H"], "coordinates": [[1.161, -1.238, -0.808], [3.115, 0.711, -0.566], [-4.047, 1.095, 0.008], [2.629, -0.155, 0.327], [-0.974, 0.124, 0.115], [0.325, 0.423, 0.100], [-2.882, -0.826, 0.067], [3.506, -0.995, 0.649], [2.614, 1.585, -0.666], [-1.518, -1.065, 0.110], [-1.885, 1.120, 0.078], [-3.130, 0.517, 0.047], [-3.600, -1.640, 0.006], [1.219, -0.669, 0.132], [-1.685, 2.111, 0.102], [4.160, 0.252, -0.665], [0.991, -1.350, 0.965]], "lowdin_charge": [0.150, 0.124, 0.104, -0.500, -0.453, 0.003, -0.145, -0.008, 0.100, 0.120, 0.113, -0.109, 0.098, -0.107, 0.161, 0.213, 0.136]}

3.
{"formula": "C40H68B2N10O2P2Ti", "method": "the ωB97M-V functional and the def2-TZVPD basis", "molar_mass_g_mol": 852.49, "energy_ha": -3844.681560, "homo_ev": -12.4, "orbital_gap_ev": 7.69, "lumo_energy_ev": -4.8, "total_charge": 2, "elements": ["C", "H", "C", "H", "C", "H", "C", "B", "H", "H", "C", "H", "C", "H", "H", "C", "H", "H", "C", "C", "H", "H", "H", "H", "H", "H", "H", "C", "H", "C", "C", "H", "O", "C", "C", "N", "P", "H", "N", "Ti", "C", "C", "H", "C", "C", "O", "N", "H", "C", "H", "N", "H", "C", "B", "H", "H", "N", "C", "H", "C", "C", "H", "H", "H", "H", "H", "H", "H", "H", "H", "H", "H", "H", "C", "C", "H", "H", "H", "C", "C", "H", "H", "C", "H", "H", "N", "N", "C", "N", "H", "H", "H", "H", "H", "H", "C", "C", "H", "H", "H", "C", "C", "H", "C", "H", "C", "H", "H", "H", "C", "H", "H", "H", "H", "H", "N", "C", "C", "H", "P", "C", "H", "N", "H", "C"], "coordinates": [[-2.975, 5.591, 0.752], [3.660, 5.794, 2.829], [-3.950, -2.043, -0.337], [-4.466, 2.662, 1.812], [2.494, -1.837, 2.136], [2.383, 2.442, 1.207], [-3.929, 4.758, 1.372], [0.309, -3.454, -2.066], [2.267, -0.790, 2.137], [1.156, -5.487, -0.348], [1.865, 4.660, 2.216], [-1.120, 5.758, -0.292], [-2.564, -3.718, 0.782], [3.873, 4.073, 3.009], [-3.418, -7.130, -2.320], [-2.441, -0.843, 4.142], [-3.324, -1.517, 4.107], [-2.891, -1.275, -4.499], [-1.771, 5.100, 0.244], [-1.895, -0.680, -2.586], [-0.569, 0.886, 3.378], [3.577, 2.326, -1.495], [-1.587, -3.569, -4.069], [5.151, 4.120, 1.432], [-0.611, -7.588, -4.111], [2.535, -0.466, -6.033], [4.910, 2.575, 0.583], [3.550, 3.414, -1.570], [-4.518, -1.100, -0.356], [3.653, -2.457, -3.766], [-2.492, 2.914, 0.921], [-4.702, -2.858, -0.501], [2.068, 0.386, 0.024], [-2.437, 0.686, -2.317], [-0.197, -0.128, 3.218], [-1.012, -5.404, -1.730], [-1.900, -1.115, 1.294], [-3.077, 1.044, -3.122], [-1.016, -1.323, -1.798], [0.339, -0.200, -0.536], [1.149, 5.998, 1.921], [2.764, -1.493, -4.151], [0.573, 4.684, -0.649], [-0.524, -6.741, -3.469], [0.785, 3.588, -0.435], [0.668, 0.652, -2.134], [0.736, -3.395, -0.621], [2.564, 5.906, -0.896], [1.788, -2.687, 1.140], [-3.242, 0.690, 2.321], [1.623, -2.904, -2.891], [1.598, 6.625, 1.178], [2.917, -3.375, -2.988], [-0.715, 1.552, 0.286], [-5.003, -3.222, 1.850], [-3.211, 6.655, 0.621], [-0.396, 2.979, 0.071], [3.494, 5.638, -0.451], [3.568, -2.008, 2.062], [1.930, -4.076, 1.127], [-1.600, -2.674, -3.455], [1.071, 6.573, 2.847], [-3.807, -2.860, 3.050], [-0.251, -2.997, 2.588], [-2.007, -0.969, 5.153], [-0.375, -2.575, 4.369], [-3.106, 0.693, -1.460], [-2.629, -7.092, -0.729], [-1.633, 1.409, -2.224], [5.742, 3.828, -0.241], [0.064, 5.857, 1.613], [-2.859, 0.179, 4.156], [-3.254, -4.468, 0.417], [-2.234, -1.473, -3.670], [-1.498, 3.771, 0.420], [2.191, -2.172, 3.142], [2.369, 0.566, -4.723], [-4.938, -1.573, 2.349], [-0.877, -2.595, 3.401], [-2.860, 0.484, 1.325], [2.636, -0.198, 0.516], [2.400, -4.683, 1.903], [-1.346, -1.175, 3.099], [0.470, -0.113, 2.321], [2.811, 4.953, 4.100], [1.569, -1.755, -3.630], [-0.900, -2.573, -2.335], [2.948, -0.298, -5.058], [-2.034, 1.601, 0.843], [0.617, 4.551, 3.906], [-2.368, -8.427, -1.964], [1.184, 3.054, -1.309], [-1.730, -3.279, 3.487], [4.673, -2.584, -4.074], [-3.752, 0.447, 0.687], [3.628, 4.124, -0.239], [-3.736, 3.378, 1.383], [1.288, 1.386, -2.208], [-2.165, -4.068, 1.736], [4.511, 3.725, -2.045], [-2.476, -7.340, -1.805], [4.907, 3.674, 0.440], [-1.795, -3.606, 0.005], [-3.266, -2.367, 0.998], [3.156, -4.375, -2.631], [-1.335, -6.540, -2.315], [-4.830, 5.190, 1.823], [3.986, -0.053, -5.114], [4.215, 6.006, -1.168], [3.138, 4.883, 3.078], [-3.291, -2.094, -1.171], [1.364, 2.947, 3.500], [1.055, -5.390, -4.265], [2.747, 3.720, -2.182], [3.648, 6.214, 0.436], [-0.004, -4.846, -2.463], [0.253, -5.646, -3.575], [1.254, -4.458, -0.006], [0.399, -0.424, 4.094], [2.183, 3.644, 0.746], [0.883, 3.842, 3.105], [-0.029, 3.515, 2.645], [1.099, -2.250, 0.068], [0.826, -1.037, -3.476], [-4.288, -2.461, 2.155]], "lowdin_charge": [-0.064, 0.087, -0.081, 0.123, -0.028, 0.034, -0.068, -0.706, 0.035, 0.144, -0.627, 0.103, -0.093, 0.076, 0.081, -0.086, 0.063, 0.124, -0.050, -0.337, 0.079, 0.090, 0.148, 0.087, 0.108, 0.089, 0.098, -0.089, 0.081, 0.026, -0.166, 0.114, -0.334, 0.005, -0.085, 0.129, 1.155, 0.101, -0.021, 0.977, -0.058, -0.268, 0.126, -0.011, -0.216, -0.306, 0.025, 0.074, -0.343, 0.077, 0.100, 0.061, 0.028, -0.437, 0.089, 0.116, -0.012, -0.052, 0.105, 0.010, -0.023, 0.103, 0.059, 0.065, 0.101, 0.096, 0.075, 0.087, 0.067, 0.096, 0.084, 0.081, 0.087, 0.020, -0.197, 0.101, 0.079, 0.109, -0.087, -0.263, -0.022, 0.133, -0.651, 0.032, 0.088, 0.138, 0.024, 0.022, -0.020, 0.108, 0.089, 0.071, 0.074, 0.123, 0.086, -0.672, 0.006, 0.012, 0.067, 0.119, -0.032, -0.070, 0.047, -0.662, 0.145, -0.330, 0.116, 0.083, 0.104, -0.054, 0.040, 0.088, 0.123, 0.067, 0.074, -0.030, -0.057, -0.050, 0.096, 1.182, -0.069, 0.062, 0.042, 0.161, -0.070]}

4.
{"formula": "C5H4O2", "method": "the ωB97M-V functional and the def2-TZVPD basis", "molar_mass_g_mol": 96.08, "energy_ha": -343.184496, "homo_ev": -8.8, "orbital_gap_ev": 8.18, "lumo_energy_ev": -0.7, "elements": ["C", "C", "C", "H", "H", "O", "O", "H", "C", "H", "C"], "coordinates": [[-0.411, 1.213, -0.090], [1.035, 0.583, 0.154], [0.678, -0.837, 0.123], [-2.184, 0.080, 0.539], [1.744, -1.698, -0.120], [-0.629, 2.392, -0.154], [2.075, 1.171, 0.307], [1.586, -1.698, 0.717], [-1.387, 0.027, -0.220], [-1.918, 0.048, -1.185], [-0.581, -1.267, -0.071]], "lowdin_charge": [-0.289, -0.336, -0.179, 0.125, 0.215, 0.144, 0.120, 0.211, -0.140, 0.125, 0.004]}

5.
{"formula": "C3F4O2", "method": "the ωB97M-V functional and the def2-TZVPD basis", "molar_mass_g_mol": 144.02, "energy_ha": -664.174462, "homo_ev": -9.6, "orbital_gap_ev": 10.30, "lumo_energy_ev": 0.7, "elements": ["F", "C", "O", "F", "C", "F", "F", "O", "C"], "coordinates": [[-2.210, -0.168, -1.076], [0.421, 0.110, -0.051], [-0.694, 1.130, 0.066], [2.660, 1.090, -0.030], [-1.496, -0.035, 0.022], [2.238, -1.133, 0.007], [-2.250, -0.141, 1.036], [-0.470, -0.941, -0.044], [1.802, 0.088, 0.070]], "lowdin_charge": [0.204, -0.070, 0.148, 0.156, -0.748, 0.165, 0.263, 0.172, -0.290]}

6.
{"formula": "C2H8N3O2", "method": "the ωB97M-V functional and the def2-TZVPD basis", "molar_mass_g_mol": 106.10, "energy_ha": -395.507902, "homo_ev": -15.2, "orbital_gap_ev": 12.10, "lumo_energy_ev": -3.1, "total_charge": 1, "elements": ["H", "H", "H", "N", "N", "C", "H", "O", "C", "H", "H", "N", "H", "O", "H"], "coordinates": [[-3.266, -0.072, -0.373], [-0.179, -1.840, 0.261], [-0.521, 1.623, 0.015], [-2.449, -0.660, -0.128], [-0.209, -0.844, 0.014], [-1.281, -0.066, -0.007], [1.355, 1.917, 0.443], [-1.346, 1.238, 0.062], [1.281, -0.153, 0.315], [2.278, -0.913, -1.068], [1.932, 1.406, -0.933], [1.251, 1.185, -0.233], [1.409, -0.338, 1.433], [2.308, -0.950, -0.086], [-2.563, -1.530, 0.285]], "lowdin_charge": [0.171, 0.170, 0.040, 0.230, 0.187, -0.454, 0.111, 0.211, -0.359, 0.136, 0.113, 0.096, 0.185, 0.051, 0.112]}

7.
{"formula": "C2H12N4", "method": "the ωB97M-V functional and the def2-TZVPD basis", "molar_mass_g_mol": 92.15, "energy_ha": -302.366404, "homo_ev": -8.5, "orbital_gap_ev": 9.35, "lumo_energy_ev": 0.9, "elements": ["H", "H", "N", "H", "H", "H", "H", "H", "H", "C", "H", "N", "N", "C", "H", "N", "H", "H"], "coordinates": [[1.346, 0.223, -2.540], [-0.592, 1.933, -1.352], [-0.004, -0.542, 1.891], [-0.729, -2.171, 0.887], [0.150, 2.386, -3.564], [2.233, 1.610, -1.837], [-2.051, -1.115, 1.743], [1.546, 2.928, -3.311], [-0.414, -0.029, 2.662], [-1.071, -1.579, 1.724], [-2.114, -2.539, 3.216], [0.320, 1.546, -1.195], [1.106, 2.025, -3.502], [1.266, 1.272, -2.235], [0.795, -1.080, 2.234], [-1.127, -2.439, 2.991], [-1.013, -3.371, 2.579], [0.352, 0.942, -0.390]], "lowdin_charge": [0.093, 0.052, -0.021, 0.093, 0.052, 0.101, 0.097, 0.055, 0.051, -0.313, 0.043, -0.011, -0.017, -0.390, 0.062, -0.027, 0.049, 0.031]}